{
  "formula": "CH4FNP2",
  "method": "the ωB97M-V functional and the def2-TZVPD basis",
  "elements": ["C", "N", "F", "P", "P", "H", "H", "H", "H"],
  "positions_angstrom": [[1.649, -0.226, -0.050], [1.686, -1.463, -0.044], [2.677, 0.523, 0.217], [-1.463, -0.169, 0.327], [-0.373, 1.529, -0.076], [0.941, -1.941, -0.366], [-1.704, 0.047, 1.634], [-2.733, 0.440, -0.055], [-0.680, 1.261, -1.587]],
  "e_above_lowest_kcal_mol": 87.8,
  "spin_multiplicity": 1,
  "total_charge": 0,
  "e_tot_ha": -877.69129,
  "e_homo_ev": [-8.7, -8.7]
}

{
  "formula": "C28H33BClFeIN7O3",
  "method": "the ωB97M-V functional and the def2-TZVPD basis",
  "elements": ["Fe", "C", "C", "C", "C", "C", "C", "N", "N", "B", "N", "C", "C", "C", "N", "C", "C", "C", "N", "C", "C", "C", "N", "C", "C", "C", "H", "H", "H", "H", "H", "H", "H", "H", "H", "H", "H", "H", "H", "H", "H", "H", "H", "H", "H", "H", "H", "H", "H", "H", "H", "H", "H", "H", "Cl", "C", "C", "C", "I", "C", "O", "C", "N", "C", "C", "C", "C", "H", "H", "H", "H", "O", "C", "O", "H"],
  "positions_angstrom": [[0.259, 0.033, -0.271], [-1.181, -2.245, 3.449], [-1.347, -0.871, 2.794], [-2.530, -0.112, 3.399], [-0.086, -0.072, 2.927], [0.639, 0.254, 4.076], [1.728, 0.971, 3.616], [1.640, 1.067, 2.286], [0.537, 0.439, 1.868], [2.634, 1.684, 1.300], [3.236, 0.564, 0.438], [4.474, 0.066, 0.511], [4.624, -0.875, -0.488], [3.391, -0.902, -1.147], [2.569, -0.024, -0.565], [3.046, -1.695, -2.379], [2.004, -0.957, -3.219], [2.548, -3.103, -2.039], [1.893, 2.658, 0.380], [2.047, 3.990, 0.323], [1.320, 4.464, -0.746], [0.723, 3.324, -1.308], [1.084, 2.253, -0.610], [-0.143, 3.305, -2.536], [-1.460, 4.038, -2.267], [-0.398, 1.885, -3.033], [-2.069, -2.855, 3.278], [-1.031, -2.145, 4.524], [-0.317, -2.757, 3.030], [-1.521, -1.015, 1.723], [-2.407, -0.011, 4.478], [-3.462, -0.646, 3.205], [-2.602, 0.888, 2.969], [0.409, -0.007, 5.093], [2.553, 1.406, 4.153], [3.499, 2.251, 1.892], [5.172, 0.412, 1.253], [5.495, -1.463, -0.716], [3.971, -1.789, -2.958], [1.080, -0.849, -2.639], [1.785, -1.513, -4.130], [2.365, 0.034, -3.489], [1.609, -3.036, -1.496], [3.273, -3.632, -1.419], [2.385, -3.674, -2.953], [2.665, 4.512, 1.032], [1.226, 5.480, -1.084], [0.396, 3.855, -3.315], [-2.015, 3.530, -1.480], [-2.071, 4.064, -3.170], [-1.279, 5.065, -1.951], [-0.928, 1.316, -2.266], [0.546, 1.389, -3.253], [-1.009, 1.898, -3.935], [-6.459, -2.066, -0.144], [-5.013, -1.113, -0.141], [-5.071, 0.188, 0.303], [-3.914, 0.965, 0.343], [-3.944, 2.925, 1.073], [-2.669, 0.475, -0.066], [-1.579, 1.129, -0.050], [-2.629, -0.879, -0.528], [-1.407, -1.326, -0.896], [-1.280, -2.583, -1.248], [-2.367, -3.473, -1.295], [-3.622, -3.022, -0.976], [-3.787, -1.685, -0.557], [-6.014, 0.604, 0.628], [-0.279, -2.911, -1.498], [-2.205, -4.502, -1.581], [-4.487, -3.667, -1.036], [2.206, -1.826, 1.875], [1.460, -2.459, 1.156], [0.607, -2.046, 0.290], [1.482, -3.576, 1.216]],
  "s2": 1.193,
  "spin_multiplicity": 2,
  "total_charge": 0,
  "e_tot_ha": -3742.29833,
  "e_homo_ev": [-7.7, -7.8]
}

{
  "formula": "C28H27N3O3",
  "method": "the ωB97M-V functional and the def2-TZVPD basis",
  "elements": ["C", "H", "O", "C", "C", "C", "C", "C", "C", "H", "H", "C", "C", "C", "N", "O", "C", "O", "N", "C", "H", "C", "N", "C", "C", "H", "H", "H", "H", "C", "C", "C", "C", "C", "C", "C", "H", "H", "H", "H", "H", "C", "C", "C", "C", "C", "C", "H", "H", "H", "H", "H", "H", "H", "H", "H", "H", "H", "H", "H", "H"],
  "positions_angstrom": [[-10.152, -0.134, -0.706], [-11.117, -0.606, -0.527], [-9.224, -0.867, 0.058], [-7.918, -0.503, 0.026], [-7.050, -1.276, 0.804], [-5.705, -0.995, 0.841], [-5.182, 0.071, 0.102], [-6.049, 0.840, -0.671], [-7.401, 0.560, -0.712], [-8.043, 1.176, -1.321], [-5.663, 1.665, -1.248], [-3.766, 0.363, 0.141], [-3.003, 1.333, -0.463], [-1.686, 1.068, -0.015], [-1.680, 0.024, 0.783], [-2.952, -0.414, 0.885], [-0.514, 1.864, -0.453], [-0.657, 2.706, -1.329], [0.678, 1.639, 0.135], [0.950, 0.635, 1.142], [0.948, -0.365, 0.692], [2.309, 0.923, 1.782], [3.414, 0.915, 0.840], [3.000, 1.346, -0.488], [1.845, 2.330, -0.383], [1.582, 2.727, -1.366], [2.113, 3.170, 0.267], [3.852, 1.818, -0.985], [2.666, 0.504, -1.114], [4.270, -0.273, 0.867], [5.657, 0.054, 0.350], [6.509, -0.961, -0.069], [7.790, -0.669, -0.504], [8.240, 0.640, -0.519], [7.407, 1.652, -0.075], [6.127, 1.360, 0.363], [5.484, 2.145, 0.729], [7.756, 2.675, -0.066], [9.238, 0.867, -0.864], [8.438, -1.468, -0.832], [6.170, -1.987, -0.053], [3.633, -1.463, 0.178], [2.854, -2.352, 0.910], [2.182, -3.388, 0.286], [2.275, -3.548, -1.086], [3.055, -2.676, -1.825], [3.730, -1.642, -1.199], [4.355, -0.980, -1.782], [3.139, -2.799, -2.895], [1.747, -4.353, -1.576], [1.583, -4.070, 0.872], [2.776, -2.239, 1.983], [4.394, -0.523, 1.930], [2.271, 1.913, 2.254], [2.490, 0.194, 2.573], [0.167, 0.654, 1.902], [-3.293, 2.121, -1.122], [-5.041, -1.596, 1.443], [-7.465, -2.095, 1.369], [-10.197, 0.912, -0.388], [-9.920, -0.181, -1.775]],
  "e_above_lowest_kcal_mol": 4.7,
  "spin_multiplicity": 1,
  "total_charge": 0,
  "smiles": "COc1ccc(-c2cc(C(=O)N3CCN(C(c4ccccc4)c4ccccc4)CC3)no2)cc1",
  "e_tot_ha": -1473.12462,
  "e_homo_ev": -8.3
}

{
  "formula": "C2H3N3O3",
  "method": "the ωB97M-V functional and the def2-TZVPD basis",
  "elements": ["C", "C", "H", "H", "H", "N", "N", "N", "O", "O", "O"],
  "positions_angstrom": [[-1.207, -0.181, 0.035], [0.620, 0.894, 0.053], [-3.017, 0.448, -0.280], [1.833, -2.248, 0.695], [1.542, 2.638, -0.267], [-0.441, -1.132, 0.238], [0.842, -0.530, 0.169], [1.614, 1.690, 0.132], [-2.507, -0.288, -0.053], [1.851, -1.494, -0.357], [-0.712, 1.118, -0.145]],
  "e_above_lowest_kcal_mol": 91.2,
  "spin_multiplicity": 1,
  "total_charge": 0,
  "e_tot_ha": -467.81891,
  "e_homo_ev": -8.6
}

{
  "formula": "C4H7NO2S",
  "method": "the ωB97M-V functional and the def2-TZVPD basis",
  "elements": ["C", "C", "C", "C", "H", "H", "H", "H", "H", "H", "H", "N", "O", "O", "S"],
  "positions_angstrom": [[0.985, 0.638, -0.429], [0.718, -0.910, -0.718], [-1.445, -1.175, 0.325], [0.470, 0.928, 1.029], [-1.108, 1.303, -1.235], [2.064, 0.975, -0.538], [1.129, -1.154, -1.735], [1.139, -1.704, -0.072], [-2.380, -1.824, 0.263], [0.795, 0.040, 1.639], [0.743, 1.867, 1.460], [-1.643, -0.386, 1.277], [-0.631, -1.169, -0.725], [-0.985, 0.897, 1.170], [0.150, 1.674, -1.710]],
  "e_above_lowest_kcal_mol": 103.1,
  "spin_multiplicity": 1,
  "total_charge": 0,
  "smiles": "S[C@@H]1COC=NOC1",
  "e_tot_ha": -759.91230,
  "e_homo_ev": -9.3
}

{
  "formula": "C2H4ClNOS",
  "method": "the ωB97M-V functional and the def2-TZVPD basis",
  "elements": ["C", "C", "N", "O", "S", "Cl", "H", "H", "H", "H"],
  "positions_angstrom": [[-0.687, -1.344, 1.650], [0.422, 0.662, 1.014], [0.295, -0.442, 1.615], [-0.981, -2.354, 1.036], [0.550, 0.043, -3.795], [-0.897, 1.509, -3.656], [-1.223, -1.145, 2.570], [1.451, 1.037, 0.965], [-0.375, 1.054, 0.336], [1.617, 0.958, -3.498]],
  "e_above_lowest_kcal_mol": 45.5,
  "spin_multiplicity": 1,
  "total_charge": 0,
  "smiles": "C=NC=O.SCl",
  "e_tot_ha": -1066.90799,
  "e_homo_ev": -9.7
}

{
  "formula": "C3H8O2S",
  "method": "the ωB97M-V functional and the def2-TZVPD basis",
  "elements": ["C", "C", "S", "H", "H", "H", "H", "H", "H", "O", "C", "O", "H", "H"],
  "positions_angstrom": [[1.684, 1.586, -1.561], [0.531, 1.301, -0.667], [0.784, -0.435, -0.052], [2.676, 1.627, -1.139], [1.607, 2.594, -2.063], [1.831, 0.885, -2.379], [0.524, 1.826, 0.297], [-0.532, 1.325, -1.160], [1.639, 0.146, 0.812], [-1.278, -2.984, 2.178], [-1.928, -2.481, 1.350], [-2.666, -1.313, 1.547], [-2.252, -2.950, 0.315], [-2.618, -1.128, 2.522]],
  "e_above_lowest_kcal_mol": 26.8,
  "s2": 0.753,
  "spin_multiplicity": 2,
  "total_charge": 1,
  "e_tot_ha": -667.40510,
  "e_homo_ev": [-14.3, -14.3]
}

{
  "formula": "C34H41CuN4OP",
  "method": "the ωB97M-V functional and the def2-TZVPD basis",
  "elements": ["Cu", "O", "C", "N", "C", "C", "C", "C", "C", "C", "N", "C", "C", "C", "C", "C", "N", "H", "H", "H", "H", "H", "H", "H", "H", "H", "H", "C", "C", "C", "P", "C", "C", "C", "C", "C", "C", "C", "C", "C", "C", "N", "C", "C", "C", "C", "C", "C", "C", "C", "C", "H", "H", "H", "H", "H", "H", "H", "H", "H", "H", "H", "H", "H", "H", "H", "H", "H", "H", "H", "H", "H", "H", "H", "H", "H", "H", "H", "H", "H", "H", "H"],
  "positions_angstrom": [[0.222, -0.195, 0.451], [1.541, 3.619, 0.212], [1.419, 2.397, 0.139], [0.471, 1.662, 0.706], [-0.394, 2.316, 1.649], [-0.465, 1.503, 2.910], [-0.540, 2.095, 4.167], [-0.709, 1.291, 5.280], [-0.806, -0.082, 5.099], [-0.675, -0.582, 3.813], [-0.499, 0.185, 2.752], [2.453, 1.558, -0.554], [3.593, 2.160, -1.079], [4.603, 1.358, -1.574], [4.441, -0.018, -1.502], [3.273, -0.531, -0.958], [2.292, 0.236, -0.511], [-1.415, 2.382, 1.234], [-0.031, 3.330, 1.839], [-0.471, 3.168, 4.251], [-0.772, 1.726, 6.268], [-0.977, -0.748, 5.928], [-0.733, -1.644, 3.618], [3.666, 3.236, -1.060], [5.503, 1.784, -1.990], [5.209, -0.688, -1.851], [3.133, -1.596, -0.868], [-5.229, -0.262, 0.779], [-3.897, 0.451, 1.010], [-3.643, 0.472, 2.519], [-2.294, -0.133, 0.160], [-2.460, 0.688, -1.522], [-1.362, 0.145, -2.427], [-3.812, 0.576, -2.218], [-2.391, -1.925, -0.118], [-3.554, -2.611, -0.475], [-3.608, -3.991, -0.558], [-4.871, -4.702, -0.950], [-2.453, -4.706, -0.248], [-1.281, -4.060, 0.048], [-1.187, -2.648, 0.085], [0.000, -2.065, 0.356], [1.161, -2.800, 0.115], [1.470, -3.286, -1.173], [0.610, -2.952, -2.353], [2.620, -4.032, -1.365], [3.499, -4.310, -0.326], [4.752, -5.092, -0.572], [3.200, -3.801, 0.932], [2.058, -3.058, 1.165], [1.752, -2.550, 2.537], [-5.996, 0.283, 1.335], [-5.196, -1.276, 1.169], [-5.528, -0.280, -0.267], [-3.998, 1.486, 0.654], [-3.287, -0.499, 2.854], [-4.565, 0.702, 3.053], [-2.903, 1.218, 2.783], [-2.252, 1.749, -1.316], [-1.580, -0.891, -2.689], [-0.391, 0.197, -1.925], [-1.305, 0.726, -3.347], [-4.083, -0.467, -2.366], [-3.743, 1.046, -3.199], [-4.594, 1.083, -1.659], [-4.444, -2.060, -0.725], [-5.572, -4.016, -1.421], [-5.357, -5.139, -0.077], [-4.652, -5.509, -1.646], [-2.472, -5.788, -0.257], [-0.393, -4.628, 0.282], [0.303, -1.911, -2.296], [-0.287, -3.572, -2.375], [1.164, -3.106, -3.278], [2.843, -4.399, -2.358], [4.609, -5.807, -1.378], [5.061, -5.627, 0.323], [5.563, -4.421, -0.859], [3.873, -4.000, 1.755], [2.570, -2.763, 3.218], [0.848, -3.028, 2.915], [1.576, -1.476, 2.501]],
  "e_above_lowest_kcal_mol": 8.2,
  "s2": 0.756,
  "spin_multiplicity": 2,
  "total_charge": 0,
  "e_tot_ha": -3596.34884,
  "e_homo_ev": [-6.8, -6.8]
}

{
  "formula": "C3H10NO",
  "method": "the ωB97M-V functional and the def2-TZVPD basis",
  "elements": ["C", "C", "C", "N", "O", "H", "H", "H", "H", "H", "H", "H", "H", "H", "H"],
  "positions_angstrom": [[-0.745, 0.271, 1.229], [-0.203, 0.990, -1.155], [0.735, -1.107, -0.239], [-0.399, -0.153, -0.198], [1.854, -0.535, 0.316], [-0.026, 0.894, 1.656], [-1.670, 0.948, 1.376], [-0.904, -0.696, 1.881], [0.087, 1.881, -0.534], [0.643, 0.688, -1.857], [-1.125, 1.183, -1.822], [0.393, -2.068, 0.119], [0.974, -1.199, -1.406], [-1.239, -0.647, -0.562], [1.624, -0.450, 1.195]],
  "e_above_lowest_kcal_mol": 38.1,
  "spin_multiplicity": 1,
  "total_charge": 1,
  "smiles": "C[NH+](C)CO",
  "e_tot_ha": -249.99309,
  "e_homo_ev": -16.5
}

{
  "formula": "C4H14N3",
  "method": "the ωB97M-V functional and the def2-TZVPD basis",
  "elements": ["C", "C", "N", "H", "H", "H", "H", "H", "H", "H", "C", "C", "N", "N", "H", "H", "H", "H", "H", "H", "H"],
  "positions_angstrom": [[-0.310, 2.564, 0.574], [-1.618, 1.790, 0.661], [-1.459, 0.357, 0.303], [-0.013, 2.747, -0.458], [-0.457, 3.534, 1.041], [0.492, 2.057, 1.111], [-2.003, 1.876, 1.677], [-2.351, 2.232, -0.008], [-1.338, -0.198, 1.146], [-2.300, 0.003, -0.143], [1.461, -1.173, -0.667], [0.836, -2.289, -0.303], [1.445, -3.464, 0.059], [0.664, -0.049, -1.182], [2.527, -1.007, -0.650], [-0.242, -2.321, -0.387], [0.903, -4.056, 0.669], [2.400, -3.376, 0.372], [1.190, 0.814, -1.078], [-0.344, 0.118, -0.544], [0.519, -0.158, -2.194]],
  "e_above_lowest_kcal_mol": 25.5,
  "spin_multiplicity": 1,
  "total_charge": 1,
  "e_tot_ha": -324.82427,
  "e_homo_ev": -12.5
}

{
  "formula": "CN2O3S",
  "method": "the ωB97M-V functional and the def2-TZVPD basis",
  "elements": ["C", "N", "N", "O", "O", "O", "S"],
  "positions_angstrom": [[-0.137, -0.303, -0.395], [-1.266, 0.687, 0.671], [1.134, 0.235, -0.189], [2.098, -0.237, -0.792], [-2.313, 0.236, 0.870], [1.169, 1.086, 0.707], [-0.686, -1.705, -0.871]],
  "e_above_lowest_kcal_mol": 74.2,
  "spin_multiplicity": 1,
  "total_charge": 0,
  "e_tot_ha": -771.26773,
  "e_homo_ev": [-9.2, -9.3]
}

{
  "formula": "C25H16N7O4Ti",
  "method": "the ωB97M-V functional and the def2-TZVPD basis",
  "elements": ["Ti", "O", "C", "O", "C", "C", "C", "C", "C", "N", "C", "O", "O", "H", "H", "H", "H", "C", "C", "N", "C", "C", "N", "C", "C", "C", "C", "C", "N", "C", "C", "N", "C", "C", "N", "C", "C", "C", "N", "C", "C", "H", "H", "H", "H", "H", "H", "H", "H", "H", "H", "H", "H"],
  "positions_angstrom": [[-1.692, 0.102, 1.307], [-0.654, 3.370, 3.798], [-0.784, 2.227, 3.145], [-1.827, 1.941, 2.510], [0.251, 1.241, 3.225], [1.278, 1.127, 4.165], [1.744, -0.136, 4.475], [1.038, -1.272, 4.000], [0.091, -1.085, 3.046], [-0.117, 0.151, 2.488], [-1.106, -1.971, 2.786], [-1.102, -3.171, 2.755], [-2.194, -1.178, 2.580], [-1.491, 3.859, 3.731], [1.629, 2.003, 4.696], [2.532, -0.257, 5.206], [1.171, -2.248, 4.450], [-3.038, 3.872, -0.174], [-3.232, 2.533, 0.089], [-2.243, 1.648, -0.034], [-1.052, 2.108, -0.453], [-0.862, 3.468, -0.647], [-1.843, 4.350, -0.505], [-0.079, 1.032, -0.790], [0.887, 1.084, -1.769], [1.451, -0.103, -2.242], [0.889, -1.296, -1.795], [-0.091, -1.270, -0.827], [-0.459, -0.124, -0.258], [-1.005, -2.379, -0.458], [-0.769, -3.717, -0.683], [-1.697, -4.640, -0.438], [-2.847, -4.207, 0.060], [-3.071, -2.866, 0.344], [-2.158, -1.947, 0.071], [2.523, -0.100, -3.283], [2.861, 1.048, -3.983], [3.853, 0.990, -4.950], [4.523, -0.122, -5.256], [4.203, -1.221, -4.572], [3.223, -1.257, -3.590], [-3.856, 4.577, -0.092], [-4.189, 2.160, 0.426], [0.114, 3.849, -0.928], [1.174, 2.041, -2.181], [1.153, -2.238, -2.255], [0.187, -4.060, -1.062], [-3.614, -4.944, 0.260], [-3.985, -2.539, 0.818], [2.365, 1.995, -3.814], [4.118, 1.882, -5.506], [4.756, -2.120, -4.817], [3.049, -2.189, -3.069]],
  "e_above_lowest_kcal_mol": 49.4,
  "s2": 2.025,
  "spin_multiplicity": 3,
  "total_charge": 1,
  "e_tot_ha": -2495.89563,
  "e_homo_ev": [-9.4, -12.3]
}